(1)
10
Properties=species:S:1:pos:R:3 method="wB97M-V/def2-TZVPD" fmax_ev_per_a=4.3 energy_ev=-14042.277 e_lumo_ha=0.0064 e_homo_ev=-8.437 homo_lumo_gap_ev=8.6119 de_lowest_kj_mol=56.8
S -2.12 -0.16 -0.03
C -0.53 -0.08 -0.09
C 0.10 1.28 -0.02
C 0.32 -1.35 -0.01
H -0.08 -1.99 -0.73
H 0.25 -1.54 1.14
H -0.03 1.50 0.99
H 1.39 -1.13 -0.38
H -0.47 2.12 -0.53
H 1.17 1.32 -0.34



(2)
54
Properties=species:S:1:pos:R:3 method="wB97M-V/def2-TZVPD" fmax_ev_per_a=1.8 charge=-1 energy_ev=-40166.008 e_lumo_ha=0.0804 e_homo_ev=-4.718 homo_lumo_gap_ev=6.9061
Nb -0.06 -3.54 0.85
S 3.21 -2.43 2.92
O -1.00 0.55 -0.53
O 1.22 3.36 -3.86
O -0.60 -1.33 -1.73
O 4.60 -0.39 5.42
O -5.49 -1.33 0.42
N 1.73 -4.43 1.72
C 0.47 5.61 -3.90
C 4.77 -2.63 6.22
C -6.94 -0.19 -1.08
C 5.74 -0.61 7.49
C -0.56 0.00 -1.52
C 1.51 4.52 -3.94
C 0.08 0.75 -2.65
C 4.99 -1.13 6.28
C -5.66 -0.37 -0.28
C -1.91 -2.59 0.01
C -0.87 0.62 -3.86
C 2.95 4.96 -4.10
C -1.85 -1.94 -1.37
C -4.62 0.72 -0.41
C 2.51 -3.62 2.09
H 0.49 6.19 -4.83
H -2.60 -1.14 -1.39
H -1.88 0.78 -3.49
H 5.19 -0.85 8.40
H 1.04 0.30 -2.89
H 0.65 6.27 -3.06
H -0.81 -0.39 -4.24
H 3.24 5.60 -3.26
H -0.52 5.16 -3.79
H -1.05 -3.92 2.37
H 6.73 -1.05 7.54
H -0.54 -5.16 0.11
H -2.14 -2.63 -2.16
H 0.21 1.78 -2.36
H -7.44 0.73 -0.78
H 3.60 4.09 -4.11
H -7.60 -1.04 -0.90
H 0.94 -3.24 -0.65
H 3.08 5.52 -5.03
H 5.73 -3.14 6.22
H -6.71 -0.15 -2.15
H -3.76 0.47 0.20
H 0.50 -1.98 1.65
H -0.59 1.36 -4.60
H -2.67 -3.37 -0.05
H -5.03 1.67 -0.08
H -2.26 -1.85 0.73
H 4.23 -2.89 5.32
H 5.83 0.47 7.41
H -4.30 0.80 -1.45
H 4.19 -2.95 7.09



(3)
80
Properties=species:S:1:pos:R:3 method="wB97M-V/def2-TZVPD" fmax_ev_per_a=0.6 charge=-1 energy_ev=-95733.281 multiplicity=2 e_lumo_ha="0.0926 / 0.0926" e_homo_ev="-4.676 / -4.404" homo_lumo_gap_ev="7.1947 / 6.9242"
Co -0.91 -0.23 -0.64
P -1.26 -0.47 1.72
P 0.73 0.61 -1.97
O -3.87 1.32 -2.71
O -2.02 -1.49 -1.75
O -4.07 -1.51 -2.65
O -2.32 1.10 -1.11
N 1.86 -1.47 -0.86
N 0.99 -1.77 1.22
C -2.67 1.72 2.70
C 0.62 3.09 -0.78
C -1.40 0.91 2.99
C -2.33 -2.92 1.06
C 2.33 -2.08 1.27
C 1.60 1.03 -4.67
C -3.97 -1.06 1.27
C 1.66 2.04 -1.19
C 4.23 -2.09 -0.25
C 2.88 -1.89 -0.02
C 2.32 1.47 0.08
C -3.13 0.65 -2.02
C -2.71 -1.68 1.89
C -3.11 -0.93 -2.17
C 5.03 -2.49 0.82
C 0.17 -1.48 2.37
C -3.03 -2.13 3.31
C 2.76 2.71 -2.01
C 0.36 0.97 -3.77
C 4.50 -2.68 2.09
C -0.45 2.26 -3.92
C 3.13 -2.48 2.33
C 2.04 -0.72 -2.09
C -0.51 -0.19 -4.27
C -1.38 0.49 4.47
C -0.19 1.80 2.75
B 0.62 -1.31 -0.11
H -0.20 -2.38 2.87
H 0.73 -0.91 3.13
H 2.70 2.29 0.68
H 6.09 -2.65 0.66
H -0.50 -0.12 4.71
H -3.78 -0.67 0.27
H -3.57 1.20 3.03
H -0.19 2.22 1.74
H 2.28 1.84 -4.42
H -2.27 -0.07 4.76
H 1.27 1.18 -5.70
H -1.31 2.28 -3.24
H -3.51 -1.35 3.89
H 3.05 -0.30 -2.16
H 3.50 2.00 -2.36
H 0.76 1.27 2.90
H 0.22 3.63 -1.64
H -0.06 -1.17 -4.08
H 3.28 3.44 -1.38
H 3.15 0.81 -0.17
H 2.72 -2.62 3.32
H -2.14 -2.47 3.86
H -4.37 -0.25 1.88
H -3.20 -3.57 1.02
H 1.61 0.90 0.68
H -0.83 2.32 -4.94
H 0.16 3.15 -3.74
H -0.64 -0.09 -5.35
H 4.65 -1.95 -1.24
H 5.14 -2.99 2.90
H -2.62 2.67 3.23
H -2.07 -2.66 0.03
H -1.50 -0.19 -3.81
H -4.74 -1.83 1.20
H -3.73 -2.97 3.26
H -0.24 2.63 -0.28
H 2.17 0.09 -4.65
H -2.77 1.93 1.63
H -0.21 2.64 3.46
H 1.86 -1.33 -2.98
H 1.08 3.82 -0.11
H 2.36 3.26 -2.87
H -1.33 1.39 5.09
H -1.51 -3.48 1.51



(4)
80
Properties=species:S:1:pos:R:3 method="wB97M-V/def2-TZVPD" fmax_ev_per_a=10.2 charge=+2 energy_ev=-119790.681 e_lumo_ha=-0.4346 e_homo_ev=-13.952 homo_lumo_gap_ev=2.1251
Pt -4.59 2.80 1.66
I 0.99 1.45 1.45
S -0.70 3.51 -2.09
P -2.45 4.60 0.21
F 6.39 -1.15 -0.16
F 5.16 -6.15 -3.45
F 5.49 -6.93 -0.94
F 7.20 -5.18 -0.42
F 3.73 -5.77 0.08
F 6.21 -3.56 -1.83
F 8.10 -2.68 0.84
F 4.38 -3.58 -4.10
F 6.37 -1.71 2.16
F 0.21 -3.19 -3.13
F 3.68 -2.11 -2.00
F 5.87 -4.45 1.80
F 2.40 -4.86 -4.13
F 3.05 -6.72 -2.50
F 1.94 -1.98 -4.47
F 2.01 -3.71 -1.05
F 4.26 -2.97 0.73
O 0.19 5.80 -0.27
O -3.81 4.11 -0.76
O -0.09 6.99 1.92
O -1.60 4.61 -2.78
O -2.80 4.58 1.92
O 0.76 3.85 -2.56
O -1.17 2.02 -2.79
N -5.11 -1.26 3.35
C 5.89 -4.47 -0.71
C 1.49 -2.45 -3.14
C 4.75 -5.61 -1.03
C 3.45 -4.34 -3.18
C 5.62 -3.55 0.61
C -0.25 -0.43 -2.74
C -1.31 0.82 -0.54
C -5.39 -1.56 1.88
C 0.41 4.48 0.33
C 2.70 -3.22 -2.27
C 0.41 6.90 0.69
C 6.67 -2.29 0.80
C -3.76 -0.95 3.98
C 1.34 8.18 0.16
C 1.20 -1.06 -2.26
C -3.41 -0.45 0.53
C -6.19 -1.23 4.43
C -3.77 -0.63 5.59
C -5.02 -0.30 0.87
C -2.92 0.56 -0.70
C -5.41 -0.82 5.84
C 4.10 -5.63 -2.50
C -0.87 3.54 -0.20
C -0.50 1.00 -1.97
C -0.91 2.05 0.48
H -4.53 3.86 -0.07
H -5.11 0.68 1.54
H -5.92 -0.68 6.89
H -2.83 -0.07 1.50
H 2.01 -0.22 -2.46
H 0.59 1.40 -1.67
H -2.14 3.96 2.36
H -6.52 -1.82 1.69
H 2.17 7.87 -0.60
H -2.92 -0.33 6.34
H -1.16 -1.13 -2.45
H -0.25 -0.27 -3.91
H -4.76 -2.48 1.47
H 1.44 4.09 -0.05
H -2.69 -0.87 3.52
H -0.86 -0.17 -0.05
H 0.35 4.45 1.50
H -7.32 -1.46 4.23
H -5.71 -0.24 -0.08
H -3.59 1.51 -0.61
H -3.09 -1.54 0.21
H 1.11 -1.30 -1.09
H -1.76 2.08 1.32
H -3.21 0.05 -1.74
H 0.58 8.87 -0.45
H 1.72 8.86 1.05



(5)
37
Properties=species:S:1:pos:R:3 method="wB97M-V/def2-TZVPD" fmax_ev_per_a=8.1 energy_ev=-23424.334 e_lumo_ha=0.0079 e_homo_ev=-9.610 homo_lumo_gap_ev=9.8262 de_lowest_kj_mol=550.0
O 4.28 0.94 1.08
O 0.03 3.00 -1.68
O 2.35 1.77 -0.32
O -2.00 -2.53 -1.54
O 1.69 -0.87 1.79
O 1.44 -0.59 -1.83
O 1.51 -2.99 -0.34
O -1.62 -0.44 -4.20
N -1.29 0.87 2.21
C -1.20 2.18 2.24
C -2.46 0.38 1.57
C -1.07 -1.33 0.18
C -2.02 -1.47 -1.00
C -2.04 -1.23 1.43
H 4.51 0.23 1.53
H -2.42 -0.82 -3.90
H 2.68 2.10 -1.14
H 2.04 0.11 -2.20
H 0.83 0.03 -1.27
H 1.91 -1.83 1.78
H -0.41 2.64 2.76
H -0.92 -0.63 -3.47
H -0.37 -0.47 0.25
H 3.66 1.56 1.58
H -3.38 0.45 2.22
H -0.46 3.34 -0.88
H -0.49 -2.36 0.37
H 2.04 -2.17 -0.30
H -3.03 -1.66 1.45
H -2.63 -0.71 -1.39
H 3.20 1.22 -0.07
H -2.72 0.82 0.60
H -0.47 3.18 -2.45
H -1.65 -1.77 2.39
H 1.36 -3.00 -1.27
H 0.83 -0.80 2.10
H -1.74 2.86 1.70



(6)
19
Properties=species:S:1:pos:R:3 method="wB97M-V/def2-TZVPD" fmax_ev_per_a=0.5 energy_ev=-9473.052 e_lumo_ha=0.0396 e_homo_ev=-9.856 homo_lumo_gap_ev=10.9339 de_lowest_kj_mol=201.0
O 1.29 -0.79 0.42
O -1.28 -0.29 1.21
C 0.34 2.30 -0.16
C 1.43 0.06 -0.73
C 0.34 1.06 -1.04
C 1.20 -1.37 -0.88
C -1.97 -1.49 1.46
H -0.39 3.03 -0.54
H -1.71 -1.92 2.43
H 0.05 2.06 0.87
H -0.33 -0.50 1.14
H 0.47 1.35 -2.09
H 2.45 0.43 -0.84
H -1.78 -2.26 0.69
H 0.20 -1.71 -1.16
H -3.03 -1.26 1.45
H 2.02 -2.05 -1.15
H 1.32 2.79 -0.14
H -0.63 0.56 -0.95



(7)
11
Properties=species:S:1:pos:R:3 method="wB97M-V/def2-TZVPD" fmax_ev_per_a=8.3 energy_ev=-6749.939 e_lumo_ha=0.0294 e_homo_ev=-9.003 homo_lumo_gap_ev=9.8038 de_lowest_kj_mol=575.9
N 0.05 1.76 -0.52
C 1.02 0.82 -1.22
C -1.03 1.45 -0.23
C 0.17 -0.86 0.49
C 0.76 -0.39 -0.50
C -2.06 0.80 0.06
H 2.11 1.23 -1.07
H -0.22 -1.75 0.80
H 1.14 0.97 -2.27
H -2.75 0.67 0.98
H -2.84 1.10 -0.79



(8)
70
Properties=species:S:1:pos:R:3 method="wB97M-V/def2-TZVPD" fmax_ev_per_a=2.2 charge=-1 energy_ev=-96748.952 multiplicity=2 e_lumo_ha="0.0404 / 0.0273" e_homo_ev="-5.522 / -5.797" homo_lumo_gap_ev="6.6201 / 6.5388" de_lowest_kj_mol=78.7
Ir -0.21 -0.06 -0.34
S 0.24 -2.84 1.12
S 2.57 2.55 -2.91
S 1.72 0.47 -0.89
O 1.43 -2.41 -2.34
O -1.80 -1.06 -1.31
O -6.98 -4.00 0.56
O -1.52 -3.61 -1.97
O -1.18 -2.64 1.31
O -2.49 -4.94 -0.59
O 1.09 -2.63 2.25
O -2.68 1.26 -1.00
O -7.72 -1.99 0.52
O -4.70 1.76 -0.16
O -1.18 0.42 1.30
N -2.36 -3.86 -1.13
N -6.84 -2.81 0.37
N 0.26 2.49 -1.59
N 0.73 -1.99 -0.19
N -0.56 1.82 -0.82
C 0.53 -5.66 1.05
C 1.01 -6.74 0.33
C -4.53 -3.25 -0.33
C -2.03 2.65 0.84
C 0.41 2.25 -5.66
C -1.86 1.51 -5.36
C -0.93 2.33 -6.00
C 1.51 -6.58 -0.96
C -1.82 1.77 3.08
C -3.31 -2.80 -0.77
C 1.56 -5.33 -1.56
C 0.57 -4.42 0.43
C 1.43 1.92 -1.74
C -0.09 0.51 -4.09
C -5.53 -2.33 -0.06
C -2.61 4.02 2.74
C -2.29 2.96 3.59
C 2.27 1.32 -4.22
C -2.97 -1.42 -0.89
C 0.84 1.35 -4.69
C -5.29 -0.98 -0.18
C 1.10 -2.81 -1.25
C -2.23 3.55 -1.56
C -1.67 1.60 1.70
C -1.44 0.59 -4.41
C 1.08 -4.25 -0.83
C -1.91 2.40 -0.64
C -3.89 0.96 -0.55
C -4.05 -0.52 -0.58
C -2.47 3.86 1.38
H 2.52 0.33 -3.84
H -2.73 4.67 0.71
H 1.94 -5.17 -2.56
H -2.40 3.07 4.66
H -2.91 1.59 -5.61
H -6.07 -0.26 0.04
H -2.14 -0.06 -3.91
H -1.26 3.03 -6.75
H 1.13 2.90 -6.15
H 0.99 -7.73 0.77
H 0.13 -5.78 2.05
H -2.97 4.96 3.14
H -4.71 -4.31 -0.23
H 2.98 1.60 -5.01
H -1.55 0.94 3.72
H 0.24 -0.23 -3.37
H -3.27 3.82 -1.40
H -2.08 3.23 -2.59
H -1.59 4.41 -1.37
H 1.88 -7.44 -1.50



(9)
15
Properties=species:S:1:pos:R:3 method="wB97M-V/def2-TZVPD" fmax_ev_per_a=1.3 energy_ev=-7829.290 e_lumo_ha=0.0283 e_homo_ev=-9.233 homo_lumo_gap_ev=10.0031 de_lowest_kj_mol=292.4
O -2.15 -1.26 1.38
N 2.33 -0.25 0.16
C -2.11 -0.64 0.17
C 2.43 0.36 -1.15
C -3.14 0.07 -0.28
C 1.76 0.40 1.08
H -1.26 -1.26 1.76
H -1.24 -0.77 -0.46
H 1.60 1.48 0.98
H 1.50 -0.13 1.99
H -4.10 -0.05 0.20
H 2.31 -0.39 -1.92
H 1.77 1.22 -1.33
H -3.13 0.41 -1.30
H 3.42 0.79 -1.27



(10)
70
Properties=species:S:1:pos:R:3 method="wB97M-V/def2-TZVPD" fmax_ev_per_a=0.6 energy_ev=-142726.562 e_lumo_ha=-0.0428 e_homo_ev=-9.149 homo_lumo_gap_ev=7.9837 de_lowest_kj_mol=0.0
Tc -0.23 -0.02 -0.40
Se -0.58 -1.10 -3.36
F 3.86 1.76 -0.38
F -0.59 0.19 3.82
F 3.40 -0.50 1.36
F 2.21 3.16 -0.52
F 3.85 1.18 2.63
F 2.09 -0.01 3.00
F 0.16 -1.84 3.93
F -1.90 -1.39 4.44
F 3.62 3.30 1.10
F -2.54 -3.06 0.98
F -0.45 -3.41 1.35
F -1.86 -3.48 2.97
O 0.24 0.01 -2.32
O -0.15 -0.90 1.40
O -1.66 -1.17 -0.80
O 1.56 0.65 0.03
O -1.63 -0.22 -4.21
O -1.57 -1.89 -2.03
O 1.09 -1.84 -0.67
N -0.98 1.65 -0.61
N -1.17 1.36 0.75
C -1.67 4.00 -0.65
C 0.69 3.77 3.75
C 1.47 3.02 2.89
C 1.32 4.59 4.83
C -1.27 -1.28 2.09
C 0.96 2.21 1.87
C 2.84 0.51 2.03
C -4.93 -0.19 2.08
C -2.46 0.81 1.20
C -6.24 -0.76 2.54
C 2.95 2.43 0.33
C -0.90 -1.09 3.60
C -3.75 -0.90 2.26
C -0.47 2.98 -2.56
C -2.52 -0.44 1.83
C -1.23 2.90 2.61
C 2.00 1.42 1.07
C -0.69 3.70 3.59
C -1.53 2.72 -1.48
C -0.43 2.16 1.74
C -1.55 -2.82 1.84
C -3.63 1.54 1.02
C -2.82 2.26 -2.16
C -4.85 1.04 1.44
H -3.80 -1.86 2.76
H 1.63 3.95 5.66
H 0.62 5.33 5.23
H -0.38 2.14 -3.23
H -3.17 3.07 -2.80
H 2.21 5.11 4.47
H -3.59 2.51 0.55
H 0.50 3.18 -2.11
H -1.35 4.26 4.25
H 1.92 -1.49 -0.31
H -6.17 -1.09 3.58
H -0.78 3.85 -3.13
H -2.30 2.84 2.53
H -6.52 -1.62 1.93
H -2.43 3.95 0.13
H -7.03 -0.02 2.47
H -2.60 1.40 -2.80
H 0.75 -2.47 0.00
H -1.94 4.81 -1.33
H -5.74 1.62 1.28
H -0.72 4.25 -0.18
H 2.54 3.05 3.03
H -3.61 2.00 -1.47